No. 1
The following is a quantum chemistry calculation of a molecular structure, C45H61N8OW, from OMol25.

Structure (XYZ):
```
116
C45H61N8OW ωB97M-V with the def2-TZVPD basis set
W 0.14 0.03 -0.16
C 4.36 -0.78 -1.34
C 2.92 -0.41 -1.28
N 2.17 -0.48 -0.19
N 2.75 -1.01 0.96
C 1.91 -0.87 1.93
O 0.72 -0.31 1.71
C 2.23 -1.26 3.31
C 1.32 -0.98 4.33
C 1.63 -1.34 5.63
C 2.83 -1.97 5.92
C 3.73 -2.25 4.90
C 3.44 -1.89 3.60
C 2.18 0.07 -2.37
C 2.70 0.22 -3.67
C 1.90 0.65 -4.69
C 0.55 0.96 -4.39
C 0.10 0.84 -3.12
N 0.86 0.37 -2.08
H 4.71 -1.09 -0.36
H 4.96 0.06 -1.68
H 4.52 -1.60 -2.04
H 0.40 -0.48 4.10
H 0.93 -1.12 6.43
H 3.06 -2.25 6.94
H 4.67 -2.74 5.13
H 4.14 -2.09 2.80
H 3.74 -0.01 -3.84
H 2.28 0.77 -5.69
H -0.12 1.33 -5.16
H -0.92 1.11 -2.87
C -4.68 2.11 -0.31
C -4.35 0.86 -1.14
C -3.30 1.17 -2.19
C -4.04 -0.38 -0.29
C -5.02 -1.37 -0.32
C -4.96 -2.50 0.46
C -3.92 -2.63 1.36
C -2.90 -1.68 1.43
C -1.89 -1.80 2.55
C -1.42 -3.24 2.81
C -2.48 -1.21 3.83
C -2.92 -0.59 0.55
N -1.78 0.31 0.51
C -1.88 1.46 1.26
C -0.89 2.37 1.10
N 0.11 1.99 0.22
C 1.02 3.01 -0.24
C 0.62 3.87 -1.28
C 1.54 4.77 -1.80
C 2.82 4.86 -1.27
C 3.17 4.07 -0.20
C 2.28 3.14 0.35
C 2.66 2.42 1.62
C 4.09 1.88 1.62
C 2.44 3.34 2.82
C -0.81 3.89 -1.79
C -0.93 4.14 -3.29
C -1.62 4.96 -1.05
H -5.19 2.83 -0.95
H -3.78 2.59 0.07
H -5.34 1.87 0.52
H -5.27 0.60 -1.66
H -2.36 1.40 -1.69
H -3.60 2.04 -2.78
H -3.16 0.33 -2.88
H -5.88 -1.22 -0.98
H -5.74 -3.25 0.41
H -3.89 -3.48 2.03
H -1.02 -1.21 2.29
H -2.19 -3.82 3.33
H -0.54 -3.23 3.45
H -1.19 -3.77 1.89
H -3.40 -1.74 4.11
H -2.73 -0.15 3.71
H -1.78 -1.30 4.66
H -2.73 1.61 1.91
H -0.85 3.34 1.58
H 1.25 5.42 -2.61
H 3.53 5.56 -1.69
H 4.15 4.18 0.25
H 1.98 1.58 1.74
H 4.82 2.69 1.65
H 4.29 1.28 0.73
H 4.26 1.26 2.50
H 3.11 4.21 2.76
H 2.66 2.82 3.76
H 1.42 3.71 2.87
H -1.26 2.92 -1.56
H -0.73 5.19 -3.54
H -1.94 3.93 -3.63
H -0.23 3.53 -3.87
H -1.20 5.95 -1.23
H -1.63 4.79 0.03
H -2.66 4.97 -1.39
C -0.05 -3.62 -3.67
N -0.63 -2.95 -2.52
C -1.72 -2.04 -2.81
C -0.15 -3.10 -1.27
N -0.22 -2.11 -0.40
N 0.43 -4.28 -0.94
C 1.37 -4.35 0.17
C -0.14 -5.56 -1.35
H 0.18 -2.88 -4.44
H -0.73 -4.36 -4.10
H 0.88 -4.12 -3.39
H -2.48 -2.56 -3.39
H -1.37 -1.18 -3.39
H -2.17 -1.69 -1.88
H -0.18 -2.47 0.55
H 1.95 -3.43 0.23
H 2.06 -5.18 -0.01
H 0.88 -4.53 1.13
H -0.99 -5.39 -2.00
H -0.48 -6.11 -0.47
H 0.60 -6.17 -1.88
```

Its lowest unoccupied orbital energy (alpha / beta) is -3.3 / -3.2 eV. The HOMO-LUMO gap (alpha / beta) is 6.2 / 6.1 eV. The charge is +1.

No. 2
The following is a quantum chemistry calculation of a single C5H8O3S molecule at a distorted geometry, from OMol25.

Structure (XYZ):
```
17
C5H8O3S ωB97M-V with the def2-TZVPD basis set
C 0.60 1.33 -0.23
C -0.04 0.05 1.90
C 0.23 -0.15 -0.39
C -1.18 -0.23 -0.98
C 1.25 -0.82 -1.31
O 0.83 2.09 -1.12
O 0.33 -0.77 0.89
O -1.42 0.14 2.03
S 0.65 1.74 1.48
H 0.44 -0.29 2.82
H -1.44 -1.27 -1.15
H -1.21 0.32 -1.92
H -1.90 0.20 -0.29
H 0.97 -1.85 -1.48
H 2.24 -0.80 -0.85
H 1.29 -0.29 -2.26
H -1.65 0.59 2.85
```

Its lowest unoccupied orbital energy is 0.4 eV. The HOMO-LUMO gap is 10.1 eV. The charge is 0.

No. 3
The following is a quantum chemistry calculation of 2 unconnected molecules or ions with the total composition C5H13NS at a distorted geometry, from OMol25.

Structure (XYZ):
```
20
C5H13NS ωB97M-V with the def2-TZVPD basis set
C 1.28 -1.07 0.78
C 0.63 0.24 -1.33
C 1.37 1.47 0.76
C -2.15 -1.36 0.01
C 0.84 0.21 0.14
N -2.00 1.11 -0.65
S -1.60 0.25 0.62
H 1.07 -1.06 1.85
H 0.80 -1.93 0.33
H 2.36 -1.19 0.66
H -0.35 0.74 -1.52
H 0.59 -0.75 -1.76
H 1.38 0.84 -1.85
H 2.44 1.55 0.58
H 0.89 2.34 0.31
H 1.20 1.48 1.83
H -1.57 -2.15 0.47
H -2.03 -1.35 -1.07
H -3.20 -1.47 0.27
H -1.97 2.10 -0.45
```

The expectation value of S² is 2.008. Its lowest unoccupied orbital energy (alpha / beta) is 0.8 / -0.8 eV. Its spin multiplicity is 3. The HOMO-LUMO gap (alpha / beta) is 6.3 / 9.0 eV. The charge is 0.

No. 4
The following is a quantum chemistry calculation of a single C18H15N3O4S2 molecule at a distorted geometry, from OMol25.

Structure (XYZ):
```
42
C18H15N3O4S2 ωB97M-V with the def2-TZVPD basis set
O -0.76 2.59 2.78
O 5.76 -4.98 0.71
N -3.22 1.16 -2.76
N -3.79 1.96 -0.57
O 6.98 -5.03 -1.20
O 4.61 -2.72 -1.11
S -5.75 0.93 -2.25
S -1.21 0.82 -0.58
C -1.12 2.20 1.69
C 6.23 -4.41 -0.28
C -4.08 1.40 -1.81
C -2.61 1.76 -0.01
C -5.58 1.76 2.38
C -3.82 0.63 -3.89
C -5.19 0.44 -3.80
C -4.30 2.04 2.72
C -0.30 1.34 0.84
C 1.00 1.01 1.17
C 4.20 -0.60 0.03
C 2.38 -2.05 -0.60
C 3.29 0.27 0.63
C 1.45 -1.16 -0.02
C 3.75 -1.78 -0.58
C 1.92 0.02 0.58
N -2.40 2.40 1.21
C 5.92 -2.92 -0.51
C -3.44 3.02 1.99
H 6.84 -5.97 -1.02
H -6.10 2.28 1.56
H -6.13 1.04 2.97
H -3.26 0.42 -4.79
H -5.80 0.10 -4.60
H -3.85 1.53 3.54
H 1.42 1.58 2.00
H 5.24 -0.31 0.09
H 1.99 -2.96 -1.06
H 3.66 1.16 1.13
H 0.42 -1.41 0.01
H 6.73 -2.45 -1.08
H 5.97 -2.42 0.47
H -3.00 3.73 2.70
H -4.08 3.60 1.30
```

Its lowest unoccupied orbital energy is -0.5 eV. The HOMO-LUMO gap is 7.6 eV. The charge is 0.

No. 5
The following is a quantum chemistry calculation of a single C8H15P molecule at a distorted geometry, from OMol25.

Structure (XYZ):
```
24
C8H15P ωB97M-V with the def2-TZVPD basis set
C 0.19 -0.93 0.72
C -0.41 -1.23 1.81
C 0.61 -1.62 -0.53
C -0.17 -1.19 -1.87
C 0.29 0.25 -2.17
C -0.65 1.12 -1.33
C 0.02 1.36 0.02
C -0.93 -0.32 2.87
P 1.83 1.52 0.17
H -0.54 -2.43 2.04
H 1.75 -1.43 -0.51
H 0.49 -2.80 -0.32
H 0.23 -2.02 -2.47
H -1.16 -1.49 -1.67
H 1.40 0.54 -1.80
H 0.10 0.41 -3.20
H -0.74 2.18 -1.81
H -1.56 0.71 -1.22
H -0.47 1.59 0.87
H -2.15 -0.22 2.69
H -0.46 0.76 2.84
H -0.81 -0.78 3.97
H 1.85 2.22 1.54
H 1.96 2.80 -0.31
```

Its lowest unoccupied orbital energy (alpha / beta) is 0.5 / 0.5 eV. The HOMO-LUMO gap (alpha / beta) is 8.1 / 8.1 eV. The charge is 0.

No. 6
The following is a quantum chemistry calculation of 4 unconnected molecules or ions with the total composition C40H58BClF6NO16S at a distorted geometry, from OMol25.

Structure (XYZ):
```
124
C40H58BClF6NO16S ωB97M-V with the def2-TZVPD basis set
C 0.16 1.14 3.02
C -0.62 -0.01 2.19
C -0.88 0.32 0.64
Cl -0.38 2.11 0.39
C -0.16 -0.67 -0.40
C -0.55 -0.35 -1.95
F 0.10 0.85 -2.44
F -0.31 -1.49 -2.81
C -2.13 -0.07 -2.14
C -3.03 -1.27 -2.58
C -4.58 -1.14 -2.81
C -5.26 0.22 -2.55
C -4.35 1.42 -2.12
C -5.14 2.81 -1.87
F -5.70 2.69 -0.54
F -6.25 2.97 -2.73
F -4.28 3.93 -1.82
C -2.80 1.30 -1.93
O -0.89 -1.92 -0.23
B -0.18 -3.07 0.37
C -1.18 -3.47 1.64
C -2.35 -4.49 1.25
C -3.44 -3.87 0.24
F -3.09 -4.76 2.50
C 0.11 -4.41 -0.52
C -0.44 -4.67 -1.99
C -0.03 -6.00 -2.64
N 0.74 -7.08 -2.14
C 1.26 -6.91 -0.83
C 0.99 -5.62 -0.04
O 1.13 -2.45 0.72
C 1.32 -1.22 -0.06
C 2.29 -1.76 -1.23
C 2.77 -0.67 -2.29
C 4.12 -1.28 -3.01
C 5.32 -0.22 -3.01
S 6.91 -0.91 -2.36
O 7.99 -0.92 -3.43
O 6.82 -2.32 -1.83
O 7.54 0.03 -1.08
C 2.35 -0.26 0.77
O 2.48 -0.76 2.16
C 3.87 -0.61 2.49
C 4.96 -1.74 2.09
O 4.21 0.42 3.15
H 0.34 0.69 4.08
H -0.49 2.07 3.21
H 1.20 1.39 2.62
H -1.64 -0.12 2.73
H -0.06 -0.98 2.40
H -2.03 0.34 0.52
H -2.61 -2.33 -2.77
H -5.19 -2.05 -3.16
H -6.38 0.31 -2.71
H -2.21 2.23 -1.65
H -0.53 -3.90 2.47
H -1.70 -2.54 2.08
H -1.99 -5.52 0.89
H -2.97 -3.36 -0.66
H -4.08 -4.74 -0.19
H -4.17 -3.22 0.83
H -1.10 -3.90 -2.51
H -0.42 -6.14 -3.72
H 1.92 -7.72 -0.33
H 1.47 -5.53 1.00
H 1.74 -2.59 -1.82
H 3.18 -2.29 -0.71
H 3.05 0.35 -1.85
H 2.02 -0.56 -3.16
H 4.35 -2.28 -2.51
H 3.87 -1.51 -4.11
H 5.11 0.75 -2.44
H 5.51 0.07 -4.11
H 7.95 -0.57 -0.42
H 3.43 -0.32 0.35
H 2.06 0.85 0.73
H 4.35 -2.56 1.56
H 5.38 -2.18 3.05
H 5.75 -1.27 1.41
C 1.41 3.99 -1.42
C 0.88 3.77 -2.82
O 0.77 5.01 -3.54
C 1.92 5.51 -4.01
O 3.02 5.00 -3.90
O 1.66 6.68 -4.62
C 2.82 7.36 -5.08
H 0.80 4.74 -0.90
H 1.40 3.06 -0.85
H 2.43 4.38 -1.44
H -0.13 3.35 -2.77
H 1.50 3.05 -3.38
H 3.43 6.72 -5.72
H 3.39 7.73 -4.23
H 2.48 8.22 -5.67
C -10.54 -1.86 1.88
C -10.27 -3.31 1.52
O -8.87 -3.53 1.29
C -8.11 -3.63 2.40
O -8.51 -3.55 3.54
O -6.84 -3.79 2.02
C -5.91 -3.81 3.10
H -10.12 -1.19 1.13
H -11.61 -1.67 1.96
H -10.07 -1.60 2.83
H -10.78 -3.55 0.58
H -10.65 -3.99 2.28
H -6.19 -4.55 3.86
H -5.83 -2.82 3.54
H -4.93 -4.09 2.70
C 5.27 7.26 2.34
C 4.00 7.25 3.17
O 3.49 5.92 3.33
C 4.13 5.17 4.24
O 5.06 5.52 4.92
O 3.56 3.95 4.24
C 4.21 3.01 5.10
H 5.11 6.74 1.39
H 5.60 8.28 2.14
H 6.07 6.73 2.85
H 3.22 7.82 2.64
H 4.15 7.73 4.14
H 4.31 3.40 6.11
H 5.19 2.75 4.69
H 3.60 2.11 5.13
```

Its lowest unoccupied orbital energy is 1.7 eV. The HOMO-LUMO gap is 7.9 eV. The charge is -1.